Entry 1:
Density functional theory data (wB97M-V/def2-TZVPD) for a 7-piece molecular cluster, C63H133N7O7 overall at a distorted geometry.

Output
Kohn-Sham gap in eV: 8.49
E_tot in eV: -92242.5348
SMILES string: CC1(C)CCCC(C)(C)N1O.CC1(C)CCCC(C)(C)N1O.CC1(C)CCCC(C)(C)N1O.CC1(C)CCCC(C)(C)N1O.CC1(C)CCCC(C)(C)N1O.CC1(C)CCCC(C)(C)N1O.CC1(C)CCCC(C)(C)N1O
Max |F| in eV Å⁻¹: 2.1
E_LUMO in hartree: 0.0183
HOMO energy in Eh: -0.2936
Energy above the lowest of the compared OMol25 structures with the same formula, charge and spin in kcal/mol: 43.0

The geometry in ORCA input format:
```
! RIJCOSX wB97M-V def2-TZVPD def2/J DEFGRID3
* xyz 0 1
C 6.099 1.259 -3.583
C 5.247 0.080 -3.157
C 4.069 0.042 -4.131
C 3.183 -1.181 -3.982
C 4.010 -2.447 -4.218
C 5.301 -2.496 -3.365
N 5.933 -1.188 -3.351
O 7.203 -1.201 -2.733
C 4.898 -3.005 -1.959
C 6.209 -3.538 -4.003
C 4.712 0.224 -1.720
H 5.455 2.137 -3.587
H 6.452 1.110 -4.605
H 6.965 1.396 -2.935
H 3.424 0.923 -4.103
H 4.456 -0.084 -5.150
H 2.322 -1.189 -4.651
H 2.800 -1.269 -2.961
H 4.295 -2.615 -5.259
H 3.309 -3.227 -3.906
H 4.526 -4.024 -2.058
H 5.774 -3.025 -1.302
H 4.195 -2.341 -1.462
H 7.143 -3.640 -3.444
H 5.710 -4.504 -4.045
H 6.542 -3.214 -4.994
H 3.688 -0.103 -1.580
H 4.722 1.281 -1.415
H 5.426 -0.212 -1.019
H 7.827 -1.150 -3.464
C 0.103 -5.280 -9.103
C 0.369 -5.864 -7.741
C 1.588 -5.132 -7.122
C 1.828 -5.472 -5.673
C 0.620 -5.119 -4.821
C -0.665 -5.709 -5.385
N -0.737 -5.534 -6.838
O -1.983 -6.025 -7.326
C -0.941 -7.151 -4.936
C -1.836 -4.876 -4.805
C 0.687 -7.361 -7.831
H -0.713 -5.838 -9.583
H 0.962 -5.310 -9.769
H -0.333 -4.276 -9.080
H 2.452 -5.152 -7.782
H 1.194 -4.103 -7.138
H 2.693 -4.920 -5.297
H 2.077 -6.530 -5.549
H 0.562 -4.060 -4.557
H 0.748 -5.553 -3.819
H -0.986 -7.200 -3.844
H -1.821 -7.594 -5.390
H -0.075 -7.797 -5.119
H -1.559 -3.821 -4.754
H -2.784 -4.994 -5.319
H -1.974 -5.165 -3.758
H -0.124 -7.933 -8.288
H 0.899 -7.780 -6.854
H 1.571 -7.544 -8.449
H -2.257 -5.320 -7.918
C -1.961 0.718 7.923
C -0.597 0.100 8.287
C 0.489 1.150 8.330
C 0.458 1.960 9.599
C 0.576 1.024 10.809
C -0.467 -0.104 10.871
N -0.669 -0.619 9.535
O -1.536 -1.727 9.517
C 0.188 -1.167 11.763
C -1.737 0.471 11.507
C -0.283 -0.902 7.170
H -2.792 0.079 8.220
H -2.116 0.981 6.872
H -2.094 1.686 8.425
H 1.492 0.750 8.145
H 0.342 1.761 7.431
H -0.494 2.498 9.683
H 1.241 2.713 9.708
H 0.592 1.620 11.723
H 1.583 0.591 10.751
H 0.555 -0.707 12.680
H -0.569 -1.891 12.086
H 0.982 -1.672 11.218
H -2.143 1.249 10.860
H -2.526 -0.265 11.668
H -1.474 0.893 12.479
H -1.148 -1.489 6.853
H 0.490 -1.605 7.489
H 0.037 -0.408 6.247
H -0.973 -2.490 9.686
C -5.341 -6.012 -3.005
C -5.889 -4.722 -2.369
C -7.272 -5.013 -1.811
C -7.785 -3.891 -0.920
C -6.773 -3.512 0.185
C -5.358 -3.306 -0.334
N -5.009 -4.331 -1.273
O -3.662 -4.153 -1.703
C -5.133 -1.851 -0.787
C -4.440 -3.499 0.889
C -5.945 -3.699 -3.533
H -6.066 -6.344 -3.747
H -5.293 -6.774 -2.219
H -4.353 -5.923 -3.452
H -8.022 -5.200 -2.578
H -7.126 -5.899 -1.181
H -8.714 -4.181 -0.431
H -7.906 -2.984 -1.521
H -6.852 -4.235 1.001
H -7.186 -2.586 0.596
H -4.140 -1.734 -1.212
H -5.893 -1.540 -1.514
H -5.332 -1.179 0.050
H -3.433 -3.125 0.703
H -4.769 -2.986 1.798
H -4.377 -4.554 1.164
H -4.949 -3.583 -3.958
H -6.280 -2.711 -3.217
H -6.643 -4.076 -4.282
H -3.403 -5.064 -1.869
C -0.907 -0.821 3.283
C -0.884 -0.715 1.764
C 0.093 0.426 1.464
C 0.458 0.455 -0.005
C 1.053 -0.871 -0.445
C 0.192 -2.100 -0.084
N -0.297 -1.947 1.271
O -0.999 -3.084 1.733
C -0.921 -2.304 -1.138
C 1.092 -3.332 -0.198
C -2.299 -0.345 1.296
H 0.093 -1.049 3.659
H -1.543 -1.626 3.671
H -1.366 0.016 3.815
H -0.323 1.390 1.759
H 0.999 0.240 2.048
H 1.214 1.209 -0.239
H -0.369 0.678 -0.688
H 2.080 -1.025 -0.105
H 1.070 -0.895 -1.540
H -0.542 -2.789 -2.040
H -1.552 -3.101 -0.723
H -1.593 -1.481 -1.376
H 1.992 -3.124 0.397
H 0.757 -4.249 0.304
H 1.272 -3.646 -1.223
H -2.730 -1.097 0.623
H -2.316 0.521 0.627
H -3.077 -0.277 2.056
H -0.348 -3.544 2.271
C 1.521 3.843 -1.537
C 0.816 4.639 -2.637
C -0.426 5.279 -2.032
C -0.971 6.372 -2.946
C 0.101 7.427 -3.070
C 1.394 6.929 -3.709
N 1.771 5.645 -3.110
O 2.884 5.064 -3.757
C 1.267 6.825 -5.233
C 2.492 7.938 -3.359
C 0.435 3.651 -3.744
H 2.357 3.277 -1.969
H 0.890 3.019 -1.200
H 1.883 4.447 -0.707
H -1.176 4.499 -1.887
H -0.155 5.697 -1.057
H -1.904 6.793 -2.562
H -1.284 5.868 -3.866
H 0.326 7.799 -2.069
H -0.241 8.261 -3.688
H 2.155 6.391 -5.680
H 0.367 6.253 -5.476
H 1.086 7.817 -5.655
H 2.530 8.193 -2.295
H 3.449 7.405 -3.441
H 2.548 8.835 -3.971
H -0.456 3.950 -4.302
H 0.320 2.620 -3.400
H 1.210 3.559 -4.510
H 3.532 5.005 -3.048
C 1.976 8.594 3.594
C 0.866 7.523 3.555
C 1.102 6.799 2.211
C 0.395 5.438 2.119
C 0.767 4.575 3.317
C 0.477 5.281 4.647
N 1.123 6.593 4.631
O 1.006 7.233 5.898
C -1.045 5.359 4.884
C 1.076 4.450 5.780
C -0.487 8.258 3.562
H 2.057 9.258 2.732
H 2.939 8.074 3.620
H 1.871 9.210 4.489
H 0.580 7.389 1.450
H 2.163 6.733 1.982
H 0.789 4.957 1.221
H -0.684 5.562 2.034
H 1.817 4.276 3.321
H 0.137 3.680 3.287
H -1.252 6.175 5.580
H -1.625 5.443 3.968
H -1.401 4.477 5.426
H 0.517 4.654 6.703
H 0.966 3.382 5.599
H 2.089 4.706 6.101
H -0.971 8.180 4.535
H -1.219 7.793 2.885
H -0.425 9.280 3.196
H 1.809 6.943 6.342
*
```

---

Entry 2:
Density functional theory data (wB97M-V/def2-TZVPD) for C13H12BF4N3O12P2Zr as an isolated structure.

Output
Kohn-Sham gap in eV: 8.45
E_tot in eV: -74135.4568
Max |F| in eV Å⁻¹: 0.6
E_LUMO in hartree: -0.0241
HOMO energy in Eh: -0.3347
Energy above the lowest of the compared OMol25 structures with the same formula, charge and spin in kcal/mol: 11.2

The geometry in ORCA input format:
```
! RIJCOSX wB97M-V def2-TZVPD def2/J DEFGRID3
* xyz 0 1
Zr 0.684 0.322 -1.547
C -3.715 -2.028 -2.957
C -2.325 -1.482 -3.244
O -2.063 -1.609 -4.630
P -1.021 -2.390 -2.356
O -0.914 -3.824 -2.985
O -1.481 -2.709 -0.888
O 0.285 -1.633 -2.459
P -2.176 0.278 -2.673
O -0.928 0.696 -3.655
O -3.381 1.083 -2.813
O -1.427 0.171 -1.310
H -3.784 -3.061 -3.297
H -4.438 -1.419 -3.496
H -3.950 -1.985 -1.894
H -1.403 -0.950 -4.887
H -0.041 -4.040 -3.340
H -1.538 -1.910 -0.339
H -0.905 1.649 -3.838
O 0.421 2.320 -1.923
N -0.446 3.173 -1.358
C 0.078 3.944 -0.481
C 1.466 3.908 -0.090
N 2.566 3.875 0.233
C -0.786 4.902 0.163
N -1.447 5.667 0.705
O 1.028 -1.020 0.118
C 0.860 -0.075 0.980
O 0.585 1.064 0.492
C 0.963 -0.318 2.411
C 1.276 -1.590 2.877
C 1.371 -1.845 4.243
C 1.139 -0.783 5.085
O 1.166 -0.781 6.439
C 0.885 0.564 6.850
O 0.645 1.333 5.673
C 0.827 0.487 4.618
C 0.731 0.762 3.286
H 1.451 -2.380 2.160
H 1.616 -2.824 4.628
H 1.751 0.964 7.379
H -0.006 0.567 7.477
H 0.494 1.747 2.911
F 3.358 -1.127 -2.231
B 3.303 0.214 -2.474
F 2.863 0.865 -1.239
F 2.022 0.430 -3.261
F 4.342 0.800 -3.064
*
```

---

Please write out number 2 again, unchanged.
Density functional theory data (wB97M-V/def2-TZVPD) for C13H12BF4N3O12P2Zr as an isolated structure.

Output
Kohn-Sham gap in eV: 8.45
E_tot in eV: -74135.4568
Max |F| in eV Å⁻¹: 0.6
E_LUMO in hartree: -0.0241
HOMO energy in Eh: -0.3347
Energy above the lowest of the compared OMol25 structures with the same formula, charge and spin in kcal/mol: 11.2

The geometry in ORCA input format:
```
! RIJCOSX wB97M-V def2-TZVPD def2/J DEFGRID3
* xyz 0 1
Zr 0.684 0.322 -1.547
C -3.715 -2.028 -2.957
C -2.325 -1.482 -3.244
O -2.063 -1.609 -4.630
P -1.021 -2.390 -2.356
O -0.914 -3.824 -2.985
O -1.481 -2.709 -0.888
O 0.285 -1.633 -2.459
P -2.176 0.278 -2.673
O -0.928 0.696 -3.655
O -3.381 1.083 -2.813
O -1.427 0.171 -1.310
H -3.784 -3.061 -3.297
H -4.438 -1.419 -3.496
H -3.950 -1.985 -1.894
H -1.403 -0.950 -4.887
H -0.041 -4.040 -3.340
H -1.538 -1.910 -0.339
H -0.905 1.649 -3.838
O 0.421 2.320 -1.923
N -0.446 3.173 -1.358
C 0.078 3.944 -0.481
C 1.466 3.908 -0.090
N 2.566 3.875 0.233
C -0.786 4.902 0.163
N -1.447 5.667 0.705
O 1.028 -1.020 0.118
C 0.860 -0.075 0.980
O 0.585 1.064 0.492
C 0.963 -0.318 2.411
C 1.276 -1.590 2.877
C 1.371 -1.845 4.243
C 1.139 -0.783 5.085
O 1.166 -0.781 6.439
C 0.885 0.564 6.850
O 0.645 1.333 5.673
C 0.827 0.487 4.618
C 0.731 0.762 3.286
H 1.451 -2.380 2.160
H 1.616 -2.824 4.628
H 1.751 0.964 7.379
H -0.006 0.567 7.477
H 0.494 1.747 2.911
F 3.358 -1.127 -2.231
B 3.303 0.214 -2.474
F 2.863 0.865 -1.239
F 2.022 0.430 -3.261
F 4.342 0.800 -3.064
*
```